ORCA calculation (ωB97M-V/def2-TZVPD) on one molecule with the formula C4H9NO2.

- Energy relative to the best compared isomer or geometry (same formula, charge and spin): 13.1 kcal/mol
- HOMO energy: -9.677 eV
- Calculated total energy: -363.0646 Ha
- Frontier orbital gap: 10.493 eV

The geometry in ORCA input format:
```
! wB97M-V def2-TZVPD RIJCOSX def2/J DEFGRID3
* xyz 0 1
N 0.929 1.930 1.642
C 0.343 1.804 0.416
O 0.463 2.638 -0.465
C -0.455 0.529 0.228
C 0.121 -0.300 -0.919
C -0.537 -1.667 -0.975
O -0.271 -2.319 0.258
H 1.597 2.671 1.786
H 0.896 1.191 2.324
H -0.473 -0.064 1.147
H -1.487 0.815 -0.014
H -0.044 0.236 -1.863
H 1.206 -0.428 -0.798
H -1.626 -1.552 -1.129
H -0.115 -2.246 -1.810
H -0.545 -3.238 0.172
*
```